Formula: H14O7
Source: the Open Molecules 2025 dataset
Level of theory: ωB97M-V/def2-TZVPD

```
! wB97M-V def2-TZVPD RIJCOSX def2/J DEFGRID3
* xyz 0 1
O -16.696 21.175 13.102
H -17.563 21.005 13.588
H -16.392 20.267 12.857
O -16.401 20.856 7.876
H -15.512 20.616 7.635
H -16.616 20.500 8.713
O -19.825 22.372 9.028
H -19.920 22.858 8.223
H -20.557 21.783 9.026
O -16.010 23.319 9.645
H -16.551 22.549 9.836
H -16.647 23.844 9.152
O -15.186 23.328 12.451
H -15.727 22.620 12.705
H -15.492 23.690 11.642
O -17.477 21.130 10.412
H -18.265 21.605 10.136
H -17.418 21.268 11.371
O -19.017 18.870 10.375
H -19.450 18.627 9.573
H -18.527 19.651 10.120
*
```

Values from the calculation:
LUMO energy = 0.1 eV
Frontier orbital gap = 10.33 eV
Total energy = -535.06403 Ha
SMILES string = O.O.O.O.O.O.O